Molecular formula: C2H2N2O2
Method: DFT, ωB97M-V with the def2-TZVPD basis set

- Energy relative to the best compared isomer or geometry (same formula, charge and spin): 2.2178 eV
- E_HOMO: -10.4 eV
- Electronic energy: -9179.5685 eV
- Kohn-Sham gap: 9.621 eV
- LUMO: -0.732 eV
- Strongest force on any atom: 6.06 eV/A

Bonds (Å) are listed after each position.
Positions of all 8 atoms, in Å:
1 H 0.95697 -0.66953 1.06312  N5 1.045
2 H 1.15467 0.96494 1.59183  N5 0.975
3 C -0.59704 -1.05679 -1.54700  O7 1.140, N8 1.168
4 C -0.22688 0.76703 0.34933  N5 1.385, O6 1.182
5 N 0.54272 0.23867 1.37311  H1 1.045, H2 0.975, C4 1.385
6 O -0.56658 1.88959 0.19865  C4 1.182
7 O -0.14219 -2.07134 -1.80015  C3 1.140
8 N -1.12167 -0.06257 -1.22888  C3 1.168

natural (NBO) charges in e:
1. H 0.42
2. H 0.41
3. C 0.74
4. C 0.88
5. N -0.82
6. O -0.47
7. O -0.53
8. N -0.64